Entry from OMol25: a structure of composition C41H52BClMoN10OS4 (wB97M-V/def2-TZVPD).

Output
2S+1: 3
⟨S²⟩: 2.020
Kohn-Sham gap (spin up / spin down): 6.48 / 6.85 eV
charge: +2

Positions of all 111 atoms, in Å:
Mo (-0.01769, 0.41043, 0.31026)
Cl (6.18820, -0.27357, 4.07233)
C (4.58321, -0.01518, 3.48936)
C (3.49512, -0.39814, 4.28032)
C (2.20590, -0.22231, 3.82988)
C (1.96721, 0.33158, 2.56487)
O (0.72467, 0.49553, 2.15703)
C (3.06297, 0.73424, 1.78178)
C (2.85788, 1.47315, 0.57556)
N (1.71850, 1.67079, -0.01341)
C (1.64170, 2.64673, -1.04207)
C (2.60955, 3.56721, -1.35746)
C (2.41108, 4.48285, -2.40706)
C (1.23352, 4.51072, -3.09559)
C (0.19226, 3.62294, -2.74518)
C (-1.08557, 3.66996, -3.34059)
C (-2.06578, 2.83787, -2.88182)
C (-1.76530, 1.92551, -1.86238)
N (-0.56566, 1.81119, -1.31619)
C (0.40966, 2.68036, -1.72229)
C (4.37282, 0.56250, 2.26201)
H (3.68194, -0.83049, 5.25467)
H (1.35709, -0.50794, 4.43885)
H (3.73912, 1.95487, 0.16345)
H (3.53585, 3.62467, -0.80486)
H (3.19965, 5.18285, -2.64558)
H (1.06778, 5.22951, -3.88727)
H (-1.27858, 4.38308, -4.13220)
H (-3.06887, 2.86252, -3.28188)
H (-2.52790, 1.26062, -1.48724)
H (5.21380, 0.88432, 1.66071)
C (3.91113, -3.07727, 1.40708)
C (2.94463, -4.09701, 2.00021)
C (2.70507, -5.24650, 1.02555)
C (3.55192, -4.60274, 3.31159)
N (1.59122, -3.50578, 2.32663)
C (0.81583, -4.05362, 3.33417)
C (-0.33899, -3.37047, 3.38390)
N (-0.29679, -2.39908, 2.40174)
B (-1.40668, -1.41803, 2.05518)
N (-2.60681, -2.00542, 1.30545)
C (-3.70213, -2.68721, 1.79212)
C (-4.50495, -2.96853, 0.75043)
N (-3.91401, -2.44982, -0.39125)
C (-2.75301, -1.86045, -0.03181)
S (-1.63364, -1.06526, -1.10062)
C (-4.50401, -2.55438, -1.77162)
C (-4.76205, -1.14966, -2.31467)
C (-3.54962, -3.35017, -2.65863)
C (-5.83418, -3.29972, -1.69198)
N (-1.77955, -0.42074, 3.14645)
C (-1.91319, -0.64298, 4.50023)
C (-2.18171, 0.53906, 5.08794)
N (-2.20872, 1.50224, 4.09691)
C (-1.95315, 0.90092, 2.91975)
S (-1.86836, 1.67411, 1.36048)
C (-2.39664, 2.97846, 4.34955)
C (-2.74898, 3.17903, 5.82043)
C (-1.07829, 3.68657, 4.04295)
C (-3.55234, 3.49829, 3.49319)
C (0.88430, -2.51639, 1.73534)
S (1.31990, -1.71687, 0.24630)
H (4.90112, -3.53321, 1.41675)
H (3.95179, -2.16913, 2.00805)
H (3.67778, -2.81466, 0.38126)
H (3.65515, -5.72116, 0.78087)
H (2.25904, -4.87745, 0.10072)
H (2.04828, -6.00340, 1.45671)
H (4.57440, -4.92002, 3.11688)
H (3.02894, -5.46468, 3.72316)
H (3.58185, -3.80834, 4.05926)
H (1.14910, -4.87791, 3.93384)
H (-1.18915, -3.51375, 4.02678)
H (-0.98342, -0.80794, 1.13114)
H (-3.82511, -2.91061, 2.83739)
H (-5.44288, -3.48647, 0.72891)
H (-3.83651, -0.60850, -2.49819)
H (-5.38113, -0.57839, -1.62150)
H (-5.30024, -1.23391, -3.25862)
H (-2.57785, -2.86834, -2.74596)
H (-3.98110, -3.43351, -3.65623)
H (-3.40820, -4.35700, -2.26393)
H (-6.56761, -2.76797, -1.08532)
H (-5.71450, -4.31608, -1.31646)
H (-6.23604, -3.37197, -2.70110)
H (-1.80611, -1.61408, 4.94745)
H (-2.36971, 0.76501, 6.11882)
H (-1.94174, 2.87028, 6.48469)
H (-3.66951, 2.66222, 6.09513)
H (-2.90953, 4.24309, 5.98288)
H (-0.29278, 3.34351, 4.71792)
H (-1.21056, 4.75858, 4.19014)
H (-0.76150, 3.52057, 3.01586)
H (-4.42293, 2.84718, 3.58282)
H (-3.28264, 3.58493, 2.44385)
H (-3.83620, 4.48766, 3.84937)
S (1.94385, -0.22377, -2.51199)
C (1.30426, -0.90022, -3.93135)
N (1.73705, -0.49909, -5.12963)
C (1.30646, -1.07233, -6.40165)
C (0.83729, -2.49951, -6.17973)
C (-0.18567, -2.51889, -5.05643)
N (0.37226, -1.85883, -3.88159)
H (2.44229, 0.21827, -5.11616)
H (2.14888, -1.04124, -7.09038)
H (0.50246, -0.46732, -6.83011)
H (1.68684, -3.13016, -5.91226)
H (0.39962, -2.89339, -7.09537)
H (-0.44281, -3.54079, -4.78036)
H (-1.10544, -2.01532, -5.37049)
H (0.11798, -2.16938, -2.95737)

Entry from OMol25: a cluster of 4 separate species, C41H52Cl2F13NO13 in total in a non-equilibrium geometry (wB97M-V/def2-TZVPD).

Output
2S+1: 1
SMILES: CCOCCOc1c(OCCNC[C@H](C)O)c(CC=O)c2c(c1C(F)(F)C(F)F)C(=O)C(CCCCl)=C([C@H](Cl)CC)C2=O.CCOC(=O)C(F)(F)F.CCOC(=O)C(F)(F)F.CCOC(=O)C(F)(F)F
Kohn-Sham gap: 7.58 eV
charge: 0

Positions of all 122 atoms, in Å:
C (-6.55617, -1.63556, -3.30276)
C (-6.75322, -0.34364, -2.33675)
O (-5.86784, 0.71170, -2.76862)
C (-5.86937, 1.81428, -1.80088)
C (-5.02920, 2.99443, -2.48241)
O (-4.12799, 3.70169, -1.59296)
C (-3.14526, 2.84791, -1.03103)
C (-2.05218, 2.31300, -2.02577)
O (-2.04249, 2.70063, -3.41038)
C (-1.20854, 3.92750, -3.47385)
C (-0.67289, 3.98500, -5.00296)
N (0.82405, 3.95909, -4.99831)
C (1.38466, 3.30670, -6.22255)
C (1.74015, 1.74705, -6.02768)
C (2.94172, 1.30178, -7.03100)
O (0.63127, 0.85445, -6.32109)
C (-0.92161, 1.33405, -1.56054)
C (0.09858, 0.82127, -2.66938)
C (-0.58090, -0.36440, -3.53012)
O (-1.70413, -0.23930, -4.09321)
C (-0.92964, 0.94724, -0.06701)
C (-2.00355, 1.49936, 0.94087)
C (-3.15106, 2.47751, 0.49528)
C (-4.20806, 3.02142, 1.54904)
F (-3.47163, 3.88827, 2.44182)
F (-5.23913, 3.82555, 1.00236)
C (-4.96436, 1.84268, 2.38278)
F (-4.97785, 0.68220, 1.55627)
F (-6.34159, 2.19935, 2.62687)
C (-1.83791, 0.96877, 2.44763)
O (-2.01994, 1.65956, 3.47638)
C (-1.35145, -0.56853, 2.56583)
C (-2.04192, -1.42052, 3.72262)
C (-1.51481, -1.10701, 5.20911)
C (-0.05591, -0.45104, 5.28767)
Cl (1.24233, -1.69848, 4.87862)
C (-0.38587, -1.08186, 1.63727)
C (0.10781, -2.59449, 1.68443)
Cl (1.96141, -2.75703, 1.75515)
C (-0.32424, -3.25171, 0.25553)
C (-1.83347, -2.84547, -0.17946)
C (0.17390, -0.09263, 0.48755)
O (1.36351, -0.12022, 0.10349)
H (-5.59268, -2.20984, -3.06252)
H (-6.48654, -1.32980, -4.41136)
H (-7.42531, -2.38742, -3.17792)
H (-7.84967, -0.03230, -2.47146)
H (-6.49051, -0.67555, -1.27635)
H (-6.96595, 2.11878, -1.58437)
H (-5.45074, 1.42760, -0.81133)
H (-4.54639, 2.58296, -3.43173)
H (-5.80109, 3.77774, -2.83944)
H (-1.90150, 4.80770, -3.26206)
H (-0.36349, 3.80055, -2.70980)
H (-0.98446, 5.01084, -5.42358)
H (-1.13028, 3.15783, -5.66047)
H (1.19859, 3.51714, -4.14129)
H (2.35819, 3.83942, -6.50369)
H (0.65261, 3.42746, -7.10383)
H (2.13651, 1.56668, -4.96648)
H (2.80660, 1.70722, -8.09048)
H (2.85874, 0.15248, -7.11476)
H (3.97484, 1.51067, -6.58047)
H (-0.18195, 1.37331, -6.49285)
H (1.11888, 0.50215, -2.27803)
H (0.26703, 1.68544, -3.40846)
H (-0.01017, -1.34314, -3.67714)
H (-4.51123, 1.66302, 3.41066)
H (-3.16189, -1.12753, 3.70968)
H (-2.01777, -2.54895, 3.56808)
H (-2.24389, -0.32449, 5.65300)
H (-1.60684, -2.01517, 5.91787)
H (0.11974, -0.18236, 6.39850)
H (0.04508, 0.52695, 4.71388)
H (-0.30956, -3.21189, 2.54339)
H (-0.13608, -4.37797, 0.21602)
H (0.36611, -2.73784, -0.51572)
H (-2.33325, -3.76638, -0.66815)
H (-2.50244, -2.56587, 0.70574)
H (-1.84467, -2.03180, -0.99983)
C (-2.44507, 3.83901, 8.30799)
C (-2.17350, 3.43349, 9.74360)
O (-3.07871, 2.39994, 10.16282)
C (-2.77584, 1.15054, 9.75373)
O (-1.82169, 0.87219, 9.07488)
C (-3.78925, 0.15128, 10.30456)
F (-5.06217, 0.56616, 10.14773)
F (-3.61515, -0.06018, 11.62716)
F (-3.70395, -1.05351, 9.71160)
H (-3.49143, 4.12764, 8.18218)
H (-1.80864, 4.67621, 8.01588)
H (-2.25977, 3.01045, 7.62073)
H (-2.34464, 4.28658, 10.40370)
H (-1.13571, 3.12028, 9.88636)
C (4.96026, -1.35914, 0.91748)
C (5.49723, -2.76713, 0.75798)
O (6.89794, -2.74775, 0.43571)
C (7.73989, -2.54704, 1.47104)
O (7.38810, -2.38349, 2.60975)
C (9.18830, -2.59596, 0.99296)
F (9.38960, -1.86765, -0.12492)
F (9.57787, -3.85777, 0.70304)
F (10.05377, -2.13234, 1.91167)
H (5.17270, -0.76407, 0.02572)
H (3.88197, -1.37463, 1.08508)
H (5.43226, -0.84773, 1.75964)
H (4.99062, -3.25898, -0.07580)
H (5.31346, -3.37414, 1.64891)
C (7.60775, -4.27039, -2.38963)
C (7.68663, -3.52403, -3.70639)
O (6.70049, -4.01170, -4.63043)
C (5.44476, -3.55369, -4.44656)
O (5.12249, -2.78887, -3.57417)
C (4.51359, -4.11275, -5.51865)
F (4.67189, -5.43885, -5.70082)
F (4.72801, -3.53251, -6.71966)
F (3.21388, -3.91908, -5.22868)
H (7.68970, -5.34789, -2.55314)
H (8.40540, -3.95228, -1.71679)
H (6.65068, -4.09709, -1.89360)
H (8.66141, -3.69698, -4.16763)
H (7.58510, -2.44439, -3.56613)

In order of appearance, energy = -118701.107, -131829.753 eV.
In order of appearance, relative energy (zero: lowest compared OMol25 entry of this formula, charge and spin) = 0.0, 893.6 kJ/mol.